[1]
Density functional theory data (wB97M-V/def2-TZVPD) for a cluster of 2 separate species, C2H9N4 in total in a non-equilibrium geometry.

Energy above the lowest of the compared OMol25 structures with the same formula, charge and spin in eV: 2.9499
Energy in eV: -8171.8766
Frontier orbital gap in Eh: 0.4164
HOMO in eV: -14.3110

```
! wB97M-V def2-TZVPD RIJCOSX def2/J DEFGRID3
* xyz 1 1
C -0.51 -1.05 1.90
C -0.71 -0.18 0.72
N 0.49 -0.66 0.87
N -1.39 0.59 -0.03
N 0.13 1.52 -1.87
N 1.54 -1.13 0.14
H -0.35 -0.62 2.88
H -0.94 -2.04 1.89
H -2.34 0.82 0.23
H -0.81 1.06 -0.91
H 0.94 0.91 -1.86
H -0.27 1.51 -2.80
H 0.43 2.47 -1.66
H 1.39 -2.07 -0.22
H 2.40 -1.13 0.70
*
```

---

[2]
Density functional theory data (wB97M-V/def2-TZVPD) for the ion C2H9N5 with charge +2 in a non-equilibrium geometry.

Energy above the lowest of the compared OMol25 structures with the same formula, charge and spin in eV: 1.9080
SMILES: N/C=[NH+]/C(N)=N\[NH3+]
Energy in eV: -9651.6414
Frontier orbital gap in Eh: 0.3784
HOMO in eV: -18.6304

```
! wB97M-V def2-TZVPD RIJCOSX def2/J DEFGRID3
* xyz 2 1
C -1.63 -0.34 0.06
C 0.74 -0.79 0.09
N 1.86 -0.17 0.08
N -2.67 0.43 -0.07
N 0.74 -2.13 0.16
N -0.40 -0.08 -0.31
N 2.07 1.18 0.03
H -1.81 -1.37 0.37
H -3.56 0.14 0.24
H -2.51 1.50 -0.47
H 1.58 -2.62 0.12
H 0.07 -2.80 -0.19
H -0.26 0.77 -0.81
H 1.24 1.81 -0.21
H 2.57 1.53 0.85
H 2.72 1.30 -0.80
*
```

---

[3]
Density functional theory data (wB97M-V/def2-TZVPD) for a cluster of 2 separate species, C2H9N5O in total in a non-equilibrium geometry.

Energy above the lowest of the compared OMol25 structures with the same formula, charge and spin in eV: 3.1449
Energy in eV: -11697.2402
Frontier orbital gap in Eh: 0.3714
HOMO in eV: -18.4832

```
! wB97M-V def2-TZVPD RIJCOSX def2/J DEFGRID3
* xyz 2 1
C 0.44 -1.47 0.19
C -0.21 0.89 -0.11
N 0.61 -2.39 -0.69
N 0.22 -1.55 1.48
N 0.65 2.44 -1.12
N -1.31 1.28 0.48
N 0.48 -0.15 -0.41
O -0.40 3.26 -1.10
H 0.60 -3.41 -0.56
H 0.69 -2.00 -1.72
H 0.45 -2.39 2.00
H 0.17 -0.72 2.00
H 1.28 2.89 -0.33
H -1.55 2.28 0.38
H -2.16 0.79 0.79
H 0.99 -0.01 -1.25
H -0.70 3.40 -1.99
*
```

---

[4]
Density functional theory data (wB97M-V/def2-TZVPD) for a cluster of 3 separate species, C2H9NO in total in a non-equilibrium geometry.

Energy above the lowest of the compared OMol25 structures with the same formula, charge and spin in eV: 2.2121
Energy in eV: -5753.6544
Frontier orbital gap (alpha / beta) in Eh: 0.2544 / 0.2487
HOMO (alpha / beta) in eV: -2.0539 / -1.9980

```
! wB97M-V def2-TZVPD RIJCOSX def2/J DEFGRID3
* xyz -1 2
N 0.65 2.41 0.07
H 1.35 2.55 -0.65
H 0.12 -0.36 3.91
H 0.60 1.48 0.42
H -0.31 2.58 -0.14
C -0.81 -0.96 -0.46
O 0.12 -0.33 -1.25
C 0.01 -1.47 0.70
H -1.80 -0.40 -0.28
H -0.96 -1.98 -0.91
H -0.51 -1.84 1.58
H 0.98 -1.94 0.44
H -0.21 0.27 3.70
*
```

---

[5]
Density functional theory data (wB97M-V/def2-TZVPD) for a cluster of 2 separate species, C2H9NO in total in a non-equilibrium geometry.

Energy above the lowest of the compared OMol25 structures with the same formula, charge and spin in eV: 1.5622
SMILES: CN.CO
Energy in eV: -5755.9610
Frontier orbital gap in Eh: 0.3854
HOMO in eV: -9.5750

```
! wB97M-V def2-TZVPD RIJCOSX def2/J DEFGRID3
* xyz 0 1
C 1.26 -1.27 1.07
C -1.28 0.34 -1.24
H 0.80 0.57 0.90
H 2.16 -1.98 1.45
H 0.36 -1.64 1.48
H 1.34 -1.51 -0.09
H 0.08 2.11 -0.85
H -1.20 1.64 0.32
H -1.74 -0.32 -0.55
H -2.13 0.73 -1.71
H -0.53 -0.15 -1.91
N -0.54 1.35 -0.41
O 1.42 0.13 1.55
*
```

---

[6]
Density functional theory data (wB97M-V/def2-TZVPD) for a cluster of 2 separate species, C2H9NO in total.

Energy above the lowest of the compared OMol25 structures with the same formula, charge and spin in eV: 0.5442
SMILES: NCO.C
Energy in eV: -5756.9790
Frontier orbital gap in Eh: 0.3752
HOMO in eV: -9.2110

```
! wB97M-V def2-TZVPD RIJCOSX def2/J DEFGRID3
* xyz 0 1
C 2.66 -0.37 -1.39
H 2.53 -1.11 -0.61
H 3.16 0.52 -1.00
H 1.70 -0.10 -1.84
H 3.28 -0.79 -2.18
N -2.06 0.81 0.57
C -0.93 0.09 0.00
O -0.10 -0.50 0.98
H -2.12 0.83 1.57
H -2.93 0.61 0.11
H -1.31 -0.73 -0.60
H -0.31 0.75 -0.61
H 0.27 0.21 1.52
*
```

---

[7]
Density functional theory data (wB97M-V/def2-TZVPD) for a structure of composition C2H9NO in a non-equilibrium geometry.

Energy above the lowest of the compared OMol25 structures with the same formula, charge and spin in eV: 2.4391
Energy in eV: -5755.0841
Frontier orbital gap in Eh: 0.3484
HOMO in eV: -9.0591

```
! wB97M-V def2-TZVPD RIJCOSX def2/J DEFGRID3
* xyz 0 1
C 2.33 0.49 -0.04
C -2.75 0.36 -0.06
H 1.08 -1.15 -0.01
H 2.62 -1.31 -0.68
H 3.40 0.53 0.05
H 1.98 1.02 -0.88
H 1.83 0.88 0.83
H -1.82 -1.24 1.01
H -2.36 0.88 -0.93
H -3.81 0.39 0.06
H -2.40 1.00 0.78
N 2.07 -0.91 0.03
O -2.15 -0.94 -0.17
*
```

---

[8]
Density functional theory data (wB97M-V/def2-TZVPD) for a cluster of 2 separate species, C2H9NO in total in a non-equilibrium geometry.

Energy above the lowest of the compared OMol25 structures with the same formula, charge and spin in eV: 1.2764
SMILES: NCO.C
Energy in eV: -5756.2468
Frontier orbital gap in Eh: 0.3946
HOMO in eV: -9.9192

```
! wB97M-V def2-TZVPD RIJCOSX def2/J DEFGRID3
* xyz 0 1
C 1.61 2.68 -1.01
H 1.96 1.76 -0.64
H 2.44 3.07 -1.77
H 1.59 3.44 -0.07
H 0.61 2.51 -1.41
N 0.50 -1.38 0.08
C -0.61 -0.81 0.88
O -1.91 -0.91 0.16
H 1.29 -0.96 0.56
H 0.55 -2.38 0.18
H -0.52 -1.40 1.74
H -0.32 0.18 1.03
H -1.76 -0.51 -0.72
*
```

---

[9]
Density functional theory data (wB97M-V/def2-TZVPD) for a cluster of 3 separate species, C2H9NO2 in total in a non-equilibrium geometry.

Energy above the lowest of the compared OMol25 structures with the same formula, charge and spin in eV: 0.5477
SMILES: C=CN.O.O
Energy in eV: -7804.1782
Frontier orbital gap in Eh: 0.3285
HOMO in eV: -8.3920

```
! wB97M-V def2-TZVPD RIJCOSX def2/J DEFGRID3
* xyz 0 1
C 1.05 1.55 2.28
C -0.15 1.26 1.72
N -0.82 1.95 0.74
H 1.76 2.29 1.93
H 1.45 1.06 3.25
H -0.82 0.56 2.20
H -0.40 2.70 0.20
H -1.53 1.40 0.30
H -1.93 -2.46 -3.34
H -0.62 -1.83 -2.77
O -1.09 -2.05 -3.59
H 1.28 -2.92 -1.07
H 0.90 -1.45 -0.56
O 0.93 -2.06 -1.30
*
```

---

[10]
Density functional theory data (wB97M-V/def2-TZVPD) for a cluster of 3 separate species, C2H9NO2 in total in a non-equilibrium geometry.

Energy above the lowest of the compared OMol25 structures with the same formula, charge and spin in eV: 8.7956
Energy in eV: -7795.9302
Frontier orbital gap in Eh: 0.1407
HOMO in eV: -8.5965

```
! wB97M-V def2-TZVPD RIJCOSX def2/J DEFGRID3
* xyz 0 1
C 1.58 2.08 -0.61
O 0.24 1.96 -0.39
C -1.14 -0.11 0.62
N -1.57 -1.44 0.99
H 1.90 3.06 -1.03
H 2.08 2.11 0.46
H 1.98 1.30 -1.31
H 0.00 0.08 0.63
H -1.61 0.63 1.33
H -2.29 -1.74 0.35
H -1.27 0.03 -0.47
H 0.65 -3.26 -0.73
H -0.85 -2.25 0.57
O 0.30 -2.45 -0.40
*
```